Entry 1:
{"formula": "C3H4N2OS", "method": "ωB97M-V/def2-TZVPD", "energy_ha": -699.6424, "charge": 0, "smiles": "Oc1[nH]cnc1S", "orbital_gap_ev": 7.9, "elements": ["C", "C", "C", "H", "H", "H", "H", "N", "N", "O", "S"], "positions_angstrom": [[0.2976, 0.1744, 0.2857], [1.2405, -0.2635, -1.5820], [-0.6789, -0.3591, -0.5039], [-1.1385, 0.4762, 2.0841], [1.9467, -0.4035, -2.3997], [-0.4850, -1.0429, -2.5496], [-2.4466, -0.9827, -0.9775], [1.4909, 0.2311, -0.3993], [-0.0673, -0.6443, -1.7088], [-1.9771, -0.5699, -0.2109], [0.1763, 0.7558, 1.9430]], "mulliken_charge": [0.31, -0.17, 0.29, 0.13, 0.37, 0.19, 0.31, -0.60, -0.06, -0.51, -0.25]}

=====

Entry 2:
{"formula": "C2H2Br2O3", "method": "ωB97M-V/def2-TZVPD", "energy_ha": -5450.9664, "charge": 0, "orbital_gap_ev": 8.7, "elements": ["C", "C", "O", "O", "O", "Br", "Br", "H", "H"], "positions_angstrom": [[0.5178, -0.5426, 0.6414], [-0.0109, 1.0098, -0.0717], [-0.6362, 0.1104, 0.7769], [1.2547, 0.4117, 0.1070], [-0.0198, -2.0069, -0.8099], [0.0577, 2.7963, 0.6569], [-1.5105, -1.4193, -1.4115], [0.8930, -1.4056, 1.2941], [-0.5460, 1.0463, -1.1831]], "mulliken_charge": [0.48, 0.07, -0.20, -0.22, -0.56, -0.13, 0.00, 0.29, 0.27]}

=====

Entry 3:
{"formula": "C10H13NO3S", "method": "ωB97M-V/def2-TZVPD", "energy_ha": -1067.4063, "charge": 0, "orbital_gap_ev": 9.9, "elements": ["C", "C", "C", "C", "C", "C", "C", "C", "C", "C", "N", "O", "O", "O", "S", "H", "H", "H", "H", "H", "H", "H", "H", "H", "H", "H", "H", "H"], "positions_angstrom": [[3.7331, -1.9400, -0.1097], [3.6623, -1.1638, 1.0469], [3.2805, -1.4700, -1.2844], [2.9564, 0.0476, 0.9680], [2.7622, -0.1569, -1.4114], [2.6317, 0.5701, -0.2641], [-4.3197, -0.9817, -0.7221], [-4.3215, 0.2262, -0.1846], [-3.7299, 0.6319, 1.1635], [1.8864, 1.8622, -0.2898], [-2.2332, 0.2599, 1.2590], [0.0182, 0.9673, 1.0920], [-1.1301, 0.8135, -1.0635], [1.2411, 2.2972, -1.2441], [-1.2573, 1.3139, 0.5402], [4.0908, -2.9964, 0.1264], [3.7295, -1.7673, 1.9536], [3.2096, -2.0976, -2.1609], [2.6598, 0.5924, 1.8129], [2.4296, 0.2936, -2.3894], [-4.6331, -1.3170, -1.7101], [-3.7597, -1.7220, -0.1501], [-4.7715, 1.1662, -0.6769], [-4.2305, 0.0974, 1.9634], [-3.6318, 1.6900, 1.4613], [2.1408, 2.4858, 0.5762], [-2.0067, -0.7696, 1.2933], [-0.4067, 1.0669, -1.5956]], "mulliken_charge": [-0.13, -0.70, -0.50, -0.33, -0.28, 0.70, -0.59, 0.07, -0.70, -0.26, -0.29, -0.49, -0.45, -0.61, 0.48, 0.27, 0.29, 0.36, 0.44, 0.36, 0.27, 0.15, 0.22, 0.34, 0.38, 0.36, 0.30, 0.33]}

=====

Entry 4:
{"formula": "C31H25BN3O8", "method": "ωB97M-V/def2-TZVPD", "energy_ha": -1987.2705, "charge": 1, "orbital_gap_ev": 6.3, "elements": ["N", "C", "N", "C", "O", "C", "O", "B", "O", "O", "N", "H", "H", "H", "H", "H", "H", "H", "H", "H", "C", "C", "C", "C", "C", "C", "C", "O", "C", "C", "C", "C", "C", "C", "C", "O", "H", "H", "H", "H", "H", "H", "H", "H", "C", "C", "C", "C", "C", "C", "C", "O", "C", "C", "C", "C", "C", "C", "C", "O", "H", "H", "H", "H", "H", "H", "H", "H"], "positions_angstrom": [[5.3322, 0.1331, -0.1566], [5.8328, -0.4773, -1.2667], [5.1257, -0.6273, -2.3542], [5.8059, -0.2612, -3.6333], [7.0630, 0.2348, -3.3037], [7.8408, -0.7002, -2.5777], [9.0341, -0.1564, -2.2944], [9.8713, 0.2094, -3.3837], [10.4345, -0.8036, -4.1082], [10.1436, 1.5207, -3.6005], [7.1429, -0.9862, -1.2810], [5.6609, 1.0539, 0.0847], [4.7187, -0.3249, 0.4962], [4.1647, -0.2905, -2.2502], [5.2442, 0.5379, -4.1013], [5.8778, -1.1252, -4.2938], [7.9562, -1.6255, -3.1574], [10.1879, -0.7888, -5.0395], [9.3892, 2.0788, -3.8144], [7.0029, -1.9981, -1.2894], [-1.3247, -3.0396, -4.3990], [-0.1675, -2.3162, -4.6628], [0.5382, -1.7346, -3.6244], [0.0878, -1.8633, -2.3159], [-1.0866, -2.5745, -2.0562], [-1.7836, -3.1679, -3.0991], [-1.6230, -2.6972, -0.6687], [-2.6384, -3.3150, -0.4441], [-0.8722, -2.0190, 0.4266], [-1.3746, -2.0682, 1.7192], [-0.6917, -1.4485, 2.7531], [0.5022, -0.7840, 2.5010], [1.0071, -0.7314, 1.2136], [0.3228, -1.3410, 0.1688], [0.8662, -1.2457, -1.2100], [1.9231, -0.6718, -1.4277], [-1.8716, -3.4995, -5.2107], [0.1813, -2.2076, -5.6808], [1.4393, -1.1715, -3.8213], [-2.6848, -3.7238, -2.8816], [-2.3047, -2.5848, 1.9120], [-1.0924, -1.4784, 3.7570], [1.0324, -0.3017, 3.3108], [1.9299, -0.2082, 1.0064], [-4.3756, -0.0415, 0.2746], [-5.6002, 0.3799, -0.2341], [-6.3972, 1.2441, 0.4970], [-5.9786, 1.6836, 1.7465], [-4.7596, 1.2462, 2.2636], [-3.9572, 0.3930, 1.5197], [-4.2972, 1.6638, 3.6188], [-3.2312, 1.2823, 4.0583], [-5.1892, 2.5551, 4.4112], [-4.8098, 2.9203, 5.6965], [-5.6197, 3.7573, 6.4440], [-6.8089, 4.2395, 5.9088], [-7.1947, 3.8761, 4.6301], [-6.3920, 3.0278, 3.8793], [-6.8442, 2.6270, 2.5148], [-7.8778, 3.0478, 2.0453], [-3.7548, -0.7155, -0.3009], [-5.9325, 0.0315, -1.2028], [-7.3487, 1.5820, 0.1111], [-3.0116, 0.0715, 1.9316], [-3.8817, 2.5419, 6.1009], [-5.3253, 4.0371, 7.4465], [-7.4371, 4.8980, 6.4933], [-8.1189, 4.2413, 4.2048]], "mulliken_charge": [-0.35, 0.29, 0.11, -0.29, -0.42, 0.07, -0.49, 0.65, -0.51, -0.46, -0.37, 0.23, 0.21, 0.21, 0.28, 0.37, 0.47, 0.33, 0.32, 0.39, -0.55, -0.59, -0.56, 0.34, 0.38, -0.60, 0.38, -0.64, 0.69, -0.84, -0.39, -0.70, -0.62, 0.32, 0.43, -0.72, 0.41, 0.41, 0.45, 0.52, 0.51, 0.44, 0.42, 0.46, 0.08, -0.78, -0.62, 0.29, -0.14, -0.43, 0.57, -0.68, 0.16, -0.51, -0.51, -0.49, -0.56, 0.12, 0.59, -0.65, 0.30, 0.41, 0.49, 0.62, 0.46, 0.40, 0.40, 0.48]}

=====

Entry 5:
{"formula": "C32H42BrCl2DyN2O4P2S3", "method": "ωB97M-V/def2-TZVPD", "energy_ha": -7911.9021, "s_squared": 9.334, "charge": 0, "multiplicity": 6, "orbital_gap_ev": [7.5, 7.5], "elements": ["Dy", "C", "C", "C", "C", "C", "C", "C", "Br", "C", "O", "C", "C", "C", "C", "C", "C", "H", "H", "H", "H", "H", "H", "H", "H", "H", "H", "H", "H", "H", "H", "H", "H", "H", "H", "H", "H", "C", "P", "C", "C", "C", "C", "C", "C", "C", "P", "C", "C", "H", "H", "H", "H", "H", "H", "H", "H", "H", "H", "H", "H", "H", "H", "H", "H", "Cl", "C", "Cl", "H", "H", "O", "S", "O", "N", "C", "S", "C", "C", "C", "C", "C", "C", "H", "H", "H", "H", "O", "S", "N"], "positions_angstrom": [[-0.8398, -0.5868, -0.7710], [0.2116, 3.8774, 5.8706], [-0.6172, 4.1223, 4.6018], [-0.2873, 5.5181, 4.0502], [-2.1040, 4.0914, 4.9716], [-0.2832, 3.0428, 3.5693], [-1.1197, 1.9606, 3.3430], [-0.7392, 1.0303, 2.4069], [-1.8451, -0.5060, 2.1376], [0.4166, 1.0696, 1.6212], [0.5905, 0.1002, 0.7235], [1.3088, 2.1322, 1.8934], [0.9120, 3.0755, 2.8502], [2.7021, 2.2483, 1.2437], [3.2336, 3.6924, 1.2290], [3.6786, 1.3817, 2.0504], [2.6920, 1.7642, -0.2060], [0.0101, 4.6516, 6.6207], [1.2824, 3.8912, 5.6440], [-0.0290, 2.9030, 6.3077], [-0.6546, 6.2850, 4.7390], [-0.7591, 5.6760, 3.0749], [0.7897, 5.6717, 3.9347], [-2.3342, 4.9249, 5.6409], [-2.3753, 3.1687, 5.4947], [-2.7377, 4.1816, 4.0829], [-2.0570, 1.8358, 3.8695], [1.5855, 3.8971, 3.0516], [3.4934, 4.0622, 2.2226], [2.5096, 4.3804, 0.7819], [4.1468, 3.7256, 0.6311], [3.7977, 1.7831, 3.0620], [4.6645, 1.3567, 1.5681], [3.3084, 0.3568, 2.1390], [1.9814, 2.3396, -0.8109], [2.4100, 0.7192, -0.2699], [3.6874, 1.8952, -0.6410], [0.1553, -4.2456, 1.3407], [0.8839, -2.7487, 0.5558], [1.9488, -2.1818, 1.9284], [2.1493, -3.4917, -0.5599], [2.8942, -4.6001, -0.1499], [3.8508, -5.1658, -0.9752], [4.0814, -4.6257, -2.2355], [3.3583, -3.5178, -2.6501], [2.3893, -2.9358, -1.8257], [1.5025, -1.4041, -2.3508], [1.0506, -1.7562, -4.0876], [2.9214, -0.2860, -2.6458], [0.9026, -4.8145, 1.8959], [-0.3040, -4.8995, 0.5992], [-0.6138, -3.9138, 2.0403], [2.4676, -3.0212, 2.3918], [1.3391, -1.6639, 2.6708], [2.6786, -1.4757, 1.5379], [2.7250, -5.0361, 0.8300], [4.4164, -6.0277, -0.6378], [4.8256, -5.0652, -2.8906], [3.5510, -3.1003, -3.6332], [1.9451, -1.9393, -4.6817], [0.5331, -0.8809, -4.4798], [0.3753, -2.6044, -4.1726], [3.4695, -0.6271, -3.5226], [3.5864, -0.2796, -1.7867], [2.5509, 0.7243, -2.8189], [-2.7466, -2.8726, -0.0464], [-2.3938, -4.0076, -1.3717], [-0.7504, -3.7413, -1.9687], [-3.0759, -3.8125, -2.1846], [-2.4696, -5.0133, -0.9855], [-1.9031, -0.2158, -4.7161], [-2.6921, -1.1322, -3.9428], [-2.4391, -2.5376, -4.1309], [-2.6775, -0.7258, -2.3236], [-3.8985, -0.2510, -1.9372], [-4.2444, 0.2688, -0.4175], [-4.9208, -0.3250, -3.0306], [-6.2614, 0.0166, -2.9708], [-7.0367, -0.1672, -4.1075], [-6.4840, -0.6865, -5.2804], [-5.1409, -1.0248, -5.3433], [-4.3923, -0.8228, -4.1978], [-6.6732, 0.4108, -2.0500], [-8.0904, 0.0931, -4.0859], [-7.1112, -0.8272, -6.1530], [-4.6981, -1.4272, -6.2473], [0.0053, 0.9133, -2.4701], [-0.7023, 2.0823, -1.8203], [-1.4676, 1.6703, -0.6330]], "mulliken_charge": [-0.56, -1.59, 1.90, -1.68, -2.04, 0.30, 0.32, 0.66, -0.25, -0.51, 0.88, -1.58, -0.59, 2.88, -2.22, -1.58, -1.49, 0.44, 0.32, 0.34, 0.46, 0.35, 0.36, 0.44, 0.33, 0.42, 0.36, 0.19, 0.41, 0.40, 0.47, 0.39, 0.40, 0.16, 0.20, -0.34, 0.69, -1.53, 1.67, -1.32, 0.44, -0.81, -0.84, -0.83, -0.93, -0.17, 1.65, -1.28, -1.63, 0.58, 0.34, 0.38, 0.69, 0.45, 0.04, 0.23, 0.41, 0.41, 0.24, 0.53, 0.39, 0.39, 0.67, 0.38, 0.40, 0.00, -0.71, 0.07, 0.42, 0.49, -0.66, 0.98, -0.64, 0.34, 0.64, -0.32, -0.15, -0.74, -0.52, -0.61, -0.73, 0.24, 0.45, 0.39, 0.40, 0.48, -0.46, 0.12, -0.04]}

=====

Entry 6:
{"formula": "C4H6FNS", "method": "ωB97M-V/def2-TZVPD", "energy_ha": -708.6458, "s_squared": 2.010, "charge": 0, "multiplicity": 3, "orbital_gap_ev": [6.5, 7.6], "elements": ["C", "C", "C", "C", "N", "F", "S", "H", "H", "H", "H", "H", "H"], "positions_angstrom": [[-3.1704, 0.2472, -0.3620], [-1.1773, -0.6369, 0.0978], [0.1848, -0.5085, 0.1422], [2.7229, 0.3492, -0.6261], [-1.9315, 0.4538, 0.0004], [0.9602, -1.5873, 0.4011], [1.0684, 1.0335, 0.1510], [-3.8116, 1.1435, -0.6610], [-3.6306, -0.7006, -0.5627], [-1.7192, -1.5848, 0.2347], [2.4297, 0.3463, -1.6729], [2.7340, -0.6926, -0.4016], [3.5269, 1.0379, -0.3682]], "mulliken_charge": [-0.46, -0.01, 0.18, -0.81, -0.41, -0.27, -0.01, 0.26, 0.25, 0.37, 0.29, 0.29, 0.32]}

=====

Entry 7:
{"formula": "C12H14O", "method": "ωB97M-V/def2-TZVPD", "energy_ha": -540.7529, "charge": 0, "smiles": "CCC(CC)=c1ccccc1=C=O", "orbital_gap_ev": [7.1, 7.1], "elements": ["C", "C", "C", "C", "C", "C", "C", "C", "C", "C", "C", "C", "O", "H", "H", "H", "H", "H", "H", "H", "H", "H", "H", "H", "H", "H", "H"], "positions_angstrom": [[-1.7994, 2.8262, 0.7112], [-2.2695, 2.0141, -0.3167], [-0.6937, 2.3983, 1.3235], [-1.6090, 0.9941, -0.9302], [0.0937, 1.3584, 0.8079], [-0.3468, 0.5291, -0.2834], [1.2126, 1.0440, 1.4787], [0.3148, -0.6424, -0.4453], [-1.1388, -2.6861, -0.2467], [2.7726, -0.1666, -0.2813], [-0.3814, -1.7291, -1.1848], [1.6227, -1.0621, 0.1914], [2.0870, 1.0440, 2.2419], [-2.1864, 3.8061, 1.1988], [-3.1125, 2.2621, -1.0138], [-0.2469, 2.8650, 2.1439], [-1.9616, 0.4734, -1.7224], [-0.4889, -2.7747, 0.6129], [-1.3188, -3.6668, -0.6915], [-2.1235, -2.2664, -0.0666], [2.3315, 0.8107, -0.4979], [3.2130, -0.5117, -1.2345], [3.6045, 0.0959, 0.4694], [-1.0306, -1.3655, -1.8489], [0.2683, -2.4604, -1.7319], [1.5091, -0.9880, 1.3454], [1.6780, -2.2017, -0.0290]], "mulliken_charge": [-0.50, -0.45, -0.90, -0.89, 1.11, 0.79, -0.14, 0.73, -1.01, -1.24, -1.41, -0.81, -0.39, 0.27, 0.26, 0.41, 0.53, 0.33, 0.34, 0.28, 0.45, 0.36, 0.24, 0.53, 0.37, 0.33, 0.42]}

=====

Entry 8:
{"formula": "C11H42N12O10", "method": "ωB97M-V/def2-TZVPD", "energy_ha": -1853.6468, "charge": 0, "smiles": "NC(N)=O.NC(N)=O.NC(N)=O.NC(N)=O.NC(N)=O.NC(N)=O.CCO.CO.CO.CO", "orbital_gap_ev": 7.5, "elements": ["C", "C", "O", "H", "H", "H", "H", "H", "H", "C", "O", "N", "N", "H", "H", "H", "H", "C", "O", "N", "N", "H", "H", "H", "H", "C", "O", "N", "N", "H", "H", "H", "H", "C", "O", "N", "N", "H", "H", "H", "H", "C", "O", "N", "N", "H", "H", "H", "H", "C", "O", "N", "N", "H", "H", "H", "H", "C", "O", "H", "H", "H", "H", "C", "O", "H", "H", "H", "H", "C", "O", "H", "H", "H", "H"], "positions_angstrom": [[-0.9747, -0.3732, 3.9873], [-1.5757, 0.8738, 3.3293], [-1.9387, 1.8858, 4.3473], [-1.6347, -0.9072, 4.6793], [-0.0687, -0.1782, 4.6373], [-0.5907, -1.1042, 3.3253], [-2.3797, 0.5608, 2.6433], [-0.8087, 1.2388, 2.6353], [-2.8577, 1.8078, 4.5613], [-2.2567, -0.3702, -2.7737], [-1.2007, 0.2428, -2.1487], [-2.4527, -1.6252, -2.6217], [-3.0547, 0.1028, -3.6057], [-1.8827, -2.2402, -1.9707], [-3.0867, -2.2932, -3.0577], [-2.9927, 1.1358, -3.5267], [-4.0287, -0.2462, -3.8487], [-2.3597, -3.0922, 1.7293], [-1.5097, -3.5102, 2.7683], [-3.2537, -3.8742, 1.1463], [-2.0937, -2.0732, 0.9763], [-3.5017, -4.6982, 1.6473], [-3.9807, -3.4392, 0.5943], [-1.1837, -1.5042, 1.2203], [-2.6727, -1.7752, 0.2003], [0.9783, -0.0002, 0.8463], [1.6593, 0.4028, 2.0073], [0.6153, -1.2302, 0.6603], [0.6543, 0.8428, -0.0697], [0.8723, -1.9382, 1.3203], [0.4573, -1.5882, -0.2617], [0.8273, 1.9608, 0.0303], [0.0533, 0.4448, -0.7867], [2.0643, 3.9318, -0.1947], [3.1163, 4.0368, 0.7043], [0.9783, 3.4418, 0.2973], [1.9853, 4.2898, -1.4547], [0.9873, 3.2148, 1.2623], [0.0673, 3.7198, -0.0967], [2.8473, 4.6978, -1.7717], [1.3593, 3.7198, -2.0147], [0.7083, 4.3188, 3.2143], [1.1193, 5.2848, 2.3333], [1.3643, 3.2058, 3.2953], [-0.2647, 4.4828, 4.0493], [0.9653, 2.3238, 3.5573], [2.3453, 3.1098, 2.8593], [-0.6347, 3.7508, 4.6713], [-0.8957, 5.1418, 3.6773], [-1.1927, -4.4082, -1.6447], [-0.7337, -4.9182, -2.8207], [-0.9097, -3.2612, -1.1697], [-2.1317, -4.9572, -1.0107], [-0.0937, -2.9662, -1.7287], [-1.2347, -2.8192, -0.2127], [-2.4617, -5.8542, -1.4057], [-2.5057, -4.5532, -0.0797], [2.2583, -3.8522, -1.3747], [1.6213, -2.8222, -2.0067], [2.4923, -4.6002, -2.0517], [1.5863, -4.4382, -0.7237], [3.1793, -3.6342, -0.8357], [2.2353, -2.5292, -2.6967], [1.3353, 2.5908, -3.9337], [0.2753, 2.8388, -3.0887], [1.3513, 1.6098, -4.3927], [2.3093, 2.7418, -3.4217], [1.3573, 3.3358, -4.6377], [-0.3317, 2.0968, -3.0527], [3.9933, 0.7438, -1.0077], [2.8843, 0.5548, -1.8637], [4.8893, 0.5568, -1.6237], [3.9163, -0.0342, -0.2857], [3.9473, 1.7638, -0.5807], [2.0703, 0.7068, -1.3557]], "mulliken_charge": [-0.84, 0.52, -0.50, 0.38, 0.23, 0.12, 0.29, -0.46, 0.30, 0.36, -0.62, -0.19, -0.41, 0.29, 0.23, 0.31, 0.25, 0.48, -0.66, -0.44, -0.22, 0.30, 0.28, -0.07, 0.28, 0.00, -0.74, 0.25, -0.05, 0.32, 0.09, 0.32, 0.32, 0.24, -0.65, 0.04, -0.25, -0.43, 0.29, 0.29, 0.38, 0.60, -0.67, -0.40, -0.41, 0.08, 0.26, 0.22, 0.23, 0.27, -0.78, -0.26, -0.25, 0.18, -0.07, 0.21, 0.38, -0.89, -0.50, 0.44, 0.27, 0.32, 0.27, -0.66, -0.60, 0.32, 0.18, 0.36, 0.23, -0.55, -0.53, 0.27, 0.25, 0.20, 0.41]}